No. 1
DFT (ωB97M-V with the def2-TZVPD basis set) results for a structure of composition C45H53N11O3Os in a non-equilibrium geometry.

DFT total energy: -2664.05857 hartree
Relative energy (zero: lowest compared OMol25 entry of this formula, charge and spin): 0.0 kcal/mol
LUMO (spin up / spin down): -9.5 / -11.8 eV
HOMO energy (spin up / spin down): -15.88 / -16.34 eV
HOMO-LUMO gap (spin up / spin down): 6.416 / 4.526 eV

ORCA input file:
```
! RIJCOSX wB97M-V def2-TZVPD def2/J DEFGRID3
* xyz 4 5
Os 1.30162 0.24414 0.12994
C -0.28931 0.66673 4.77278
N -0.30966 1.80000 3.87639
C -0.94399 2.96064 4.47117
C 0.34837 1.85372 2.70441
N 1.28901 0.93745 2.37482
C 2.26818 0.57778 3.24705
C 2.60165 1.49513 4.27599
C 3.49591 1.19756 5.28013
C 4.13871 -0.02184 5.27345
C 3.97408 -0.91017 4.19035
C 4.80247 -2.04843 4.16115
C 4.79649 -2.89094 3.07182
C 3.89216 -2.66092 2.05502
C 2.95391 -1.60945 2.08766
N 2.04563 -1.57015 1.04709
C 1.60726 -2.69888 0.45442
N 1.33047 -2.64842 -0.88084
C 0.19633 -3.34503 -1.45780
C 2.31169 -2.12929 -1.82963
N 1.34807 -3.83041 1.12808
C 1.14831 -3.90270 2.55880
C 1.38591 -5.13229 0.48361
C 3.02934 -0.64247 3.14296
N -0.00025 2.81695 1.81970
C 0.97145 3.35875 0.89196
C -1.38596 3.09941 1.49105
H 0.31091 0.88864 5.65821
H 0.11329 -0.21918 4.29102
H -1.30998 0.46394 5.10297
H -0.50472 3.12250 5.45781
H -2.01265 2.80027 4.60989
H -0.78892 3.85410 3.87632
H 2.15344 2.47649 4.24836
H 3.70495 1.91891 6.05351
H 4.81964 -0.28116 6.06772
H 5.47414 -2.23201 4.98362
H 5.48897 -3.71481 3.00499
H 3.89876 -3.30753 1.18947
H 0.48169 -4.24311 -2.01145
H -0.30738 -2.67494 -2.16004
H -0.50806 -3.60727 -0.67275
H 3.25356 -2.67150 -1.72858
H 2.49981 -1.06145 -1.68491
H 1.93996 -2.27817 -2.84023
H 0.97457 -2.91890 2.98781
H 2.01957 -4.34499 3.04886
H 0.28548 -4.54450 2.74706
H 2.00244 -5.10710 -0.41122
H 0.39113 -5.50194 0.22942
H 1.83669 -5.84054 1.17690
H 1.84432 3.72102 1.43498
H 0.51810 4.19027 0.35928
H 1.31828 2.61037 0.15483
H -2.05823 2.58275 2.16929
H -1.59180 2.75675 0.47094
H -1.58786 4.17054 1.53543
C -11.23211 -0.67705 -5.46660
O -10.03952 -0.04969 -5.87756
C -8.93382 -0.07437 -5.18512
C -8.76531 -0.69986 -3.92251
C -7.55342 -0.65017 -3.28598
C -6.44992 0.01357 -3.86730
C -6.61283 0.62862 -5.12629
C -7.81698 0.59028 -5.76871
C -5.17300 0.08412 -3.21816
N -4.09574 0.67948 -3.70796
C -3.11905 0.51381 -2.80095
C -3.61419 -0.21459 -1.69717
N -4.91063 -0.47306 -1.98956
C -2.82600 -0.54410 -0.57222
C -3.28182 -1.25564 0.54430
C -2.39623 -1.49673 1.57164
C -1.08700 -1.03973 1.46878
N -0.61379 -0.37287 0.41608
C -1.47294 -0.11553 -0.60409
C -0.95344 0.62020 -1.71571
N 0.35639 0.98993 -1.62405
C 0.87477 1.69736 -2.62578
C 0.14362 2.06274 -3.75417
C -1.18331 1.69120 -3.87117
C -1.76076 0.95592 -2.83120
H -11.94916 -0.50637 -6.26821
H -11.61780 -0.24431 -4.53837
H -11.09212 -1.75203 -5.32053
H -9.58956 -1.21716 -3.45678
H -7.47020 -1.13469 -2.32497
H -5.76415 1.12891 -5.56499
H -7.95609 1.05294 -6.73339
H -5.57401 -0.95920 -1.40738
H -4.29830 -1.60701 0.59583
H -2.71279 -2.03057 2.45242
H -0.39376 -1.21857 2.27591
H 1.91362 1.98890 -2.53065
H 0.61342 2.63838 -4.53207
H -1.77473 1.95493 -4.73332
O 3.58961 2.00608 1.36740
C 4.09690 1.42462 0.42985
O 3.46297 0.69619 -0.41242
C 5.62764 1.56534 0.20224
N 6.02606 0.78272 -1.00695
C 6.59790 1.72905 -2.01563
C 5.97562 3.06571 -1.64079
C 6.00777 3.01666 -0.11477
H 6.13101 1.20673 1.10261
H 5.12718 0.37482 -1.33340
H 6.68502 0.03182 -0.79416
H 6.37887 1.39189 -3.02782
H 7.67906 1.77437 -1.88686
H 4.95479 3.14472 -2.01654
H 6.54761 3.90330 -2.02842
H 5.31761 3.71630 0.34886
H 7.00905 3.23736 0.25375
*
```

Mulliken atomic charge list, values in e, 4 entries: atom 1 (Os): 1.09, atom 2 (C): -0.76, atom 3 (N): 0.34, atom 4 (C): -1.24



No. 2
DFT (ωB97M-V with the def2-TZVPD basis set) results for a structure of composition C45H54Cl5NO2P2SV in a non-equilibrium geometry.

DFT total energy: -6278.16947 hartree
LUMO (spin up / spin down): 0.5 / 0.5 eV
HOMO energy (spin up / spin down): -6.71 / -6.21 eV
HOMO-LUMO gap (spin up / spin down): 7.171 / 6.692 eV

ORCA input file:
```
! RIJCOSX wB97M-V def2-TZVPD def2/J DEFGRID3
* xyz 0 2
V -1.31349 -0.19691 1.10675
C 1.37902 2.55140 3.94564
C 0.46345 1.36114 3.67477
C 0.37099 0.48299 4.92475
P 0.77660 0.31029 2.12536
C 2.28744 -0.74528 2.45375
C 3.46714 -0.16002 3.21969
C 1.82426 -2.04233 3.12211
C 1.23834 1.62047 0.95921
C 2.35217 2.44461 1.06490
C 2.47728 3.61972 0.34115
C 3.68758 4.49766 0.47015
C 1.39459 3.99941 -0.44775
C 0.31189 3.17055 -0.62478
C 0.23618 1.90756 -0.00214
N -0.76136 1.00504 -0.25990
C -1.41208 1.06120 -1.47515
C -0.82583 1.54326 -2.65649
C -1.54209 1.65407 -3.82681
C -2.89811 1.33828 -3.88080
C -3.68839 1.52340 -5.14179
C -3.47984 0.81934 -2.73545
C -2.75017 0.62650 -1.56865
P -3.39673 -0.14512 -0.06360
C -4.92995 0.92474 0.24131
C -6.26761 0.38592 -0.24936
C -5.02661 1.24748 1.73114
C -3.88324 -1.86202 -0.64801
C -4.50379 -2.05996 -2.02753
C -4.67078 -2.61444 0.42578
H 1.01319 3.07439 4.82879
H 1.37473 3.25187 3.11607
H 2.40184 2.24213 4.13779
H -0.53696 1.77359 3.46428
H 1.35931 0.29987 5.33942
H -0.09416 -0.47750 4.71057
H -0.21722 0.98579 5.69122
H 2.61197 -0.98899 1.43747
H 3.18047 0.16767 4.21423
H 3.92412 0.67179 2.69314
H 4.22729 -0.93328 3.33132
H 1.65127 -1.90014 4.18518
H 2.58445 -2.81288 3.00644
H 0.90166 -2.39792 2.66319
H 3.14584 2.18116 1.74514
H 4.48639 3.98495 0.99980
H 3.44377 5.40563 1.02099
H 4.04898 4.79498 -0.51272
H 1.40765 4.96311 -0.93483
H -0.52060 3.50727 -1.22781
H 0.21394 1.83263 -2.64831
H -1.04280 2.02108 -4.71221
H -3.25188 2.30338 -5.76092
H -4.72000 1.78903 -4.92167
H -3.69685 0.59940 -5.72195
H -4.53025 0.57564 -2.75011
H -4.70613 1.85604 -0.29754
H -6.53972 -0.52303 0.27732
H -6.25935 0.18877 -1.31613
H -7.04334 1.12602 -0.05592
H -5.20133 0.34258 2.31127
H -5.85514 1.93066 1.91461
H -4.11236 1.72245 2.08660
H -2.88050 -2.30179 -0.70458
H -5.49923 -1.63181 -2.10738
H -4.59076 -3.13062 -2.21349
H -3.86686 -1.63768 -2.80146
H -5.73841 -2.44231 0.32139
H -4.36511 -2.31905 1.43119
H -4.50246 -3.68599 0.32878
Cl -2.49430 -0.12628 3.45632
C -2.23426 -1.78992 3.10030
C -1.66167 -2.01070 1.84677
C -1.58522 -3.36284 1.50069
Cl -1.08587 -3.75449 -0.10254
C -1.96277 -4.39960 2.34502
Cl -1.81427 -6.04254 1.84310
C -2.47462 -4.11144 3.61087
Cl -2.92883 -5.37465 4.68093
C -2.63887 -2.77334 3.98305
Cl -3.33688 -2.37801 5.50991
C 2.03235 -3.40274 0.03229
O 1.41327 -2.13458 0.01459
H 1.51104 -4.08914 0.70546
H 3.05292 -3.27378 0.39597
H 2.07335 -3.84617 -0.96569
H 0.63788 -2.17480 -0.56791
O 0.91491 -0.92280 -2.40148
S 1.89651 -0.20550 -1.57912
C 2.62103 1.05081 -2.69062
C 3.57923 1.92408 -2.20797
C 4.07894 2.91315 -3.03742
C 3.60700 3.03545 -4.33503
C 2.65647 2.14761 -4.81706
C 2.17146 1.14585 -3.99406
C 3.44006 -1.16503 -1.65328
C 4.41283 -0.93769 -0.69657
C 5.56016 -1.71117 -0.69437
C 5.72576 -2.70455 -1.64467
C 4.74829 -2.92513 -2.59946
C 3.59907 -2.15268 -2.60448
H 3.92583 1.82990 -1.19098
H 4.83502 3.59227 -2.67103
H 3.98042 3.82527 -4.97175
H 2.29990 2.23177 -5.83499
H 1.42354 0.44208 -4.33127
H 4.26086 -0.17018 0.04654
H 6.32202 -1.54332 0.05330
H 6.61910 -3.31332 -1.63536
H 4.88099 -3.70425 -3.33608
H 2.81508 -2.31542 -3.32934
*
```

Mulliken atomic charge list, values in e, 4 entries: atom 1 (V): -0.68, atom 2 (C): -1.52, atom 3 (C): 0.66, atom 4 (C): -1.53